Arrangement i

The following is a quantum chemistry calculation of 2 unconnected molecules or ions with the total composition C4H10NO3, from the Open Molecules 2025 dataset.

Results
- gap between HOMO and LUMO (eV) = 5.49

```
! RIJCOSX wB97M-V def2-TZVPD def2/J DEFGRID3
* xyz -1 1
C 0.7923 0.3933 -1.8843
N 1.1661 -0.1172 -0.5294
C 0.0707 0.0139 1.6210
C 0.1557 -0.6857 0.2863
C -1.5899 -0.7516 -0.4039
O -1.8244 0.4125 -0.6463
O -2.1103 -1.4948 0.4358
H 0.9416 1.4663 -1.9201
H -0.2866 0.2931 -1.9787
H 1.3666 -0.1618 -2.6195
H 1.4206 0.7477 -0.0060
H -0.4529 0.9600 1.5377
H -0.4625 -0.6517 2.3097
H 1.0639 0.1487 2.0412
H 0.3860 -1.7282 0.4758
H -1.3331 -1.2886 -1.3766
H 3.0129 2.3621 1.4131
O 2.4940 1.6108 1.1178
*
```

Arrangement ii

The following is a quantum chemistry calculation of 2 unconnected molecules or ions with the total composition C4H10NO3, from the Open Molecules 2025 dataset.

Results
- gap between HOMO and LUMO (eV) = 7.08

```
! RIJCOSX wB97M-V def2-TZVPD def2/J DEFGRID3
* xyz -1 1
O -2.5545 0.3628 1.8903
C -2.0192 -0.4998 1.2380
C -1.4212 -0.3023 -0.1382
C 0.0289 0.1770 0.1230
C 0.9714 0.2486 -1.1419
O 2.2764 0.2489 -0.8261
N -2.2068 0.6201 -0.9789
H -1.9783 -1.5485 1.5966
H -1.4260 -1.2872 -0.6081
H 0.4474 -0.4879 0.8842
H 0.0388 1.2134 0.4585
H 0.7110 -0.6345 -1.7998
H 0.7032 1.1898 -1.6659
H -1.6455 0.7573 -1.8043
H -2.1638 1.5071 -0.4929
H 3.9876 -0.2501 1.6241
H 3.0055 -0.5178 0.3472
O 3.2452 -0.7968 1.2942
*
```

It turns out arrangement ii is the most stable, with the second structure 369.7 kJ/mol higher.

Arrangement i

The following is a quantum chemistry calculation of a single C3H5FO molecule, from the Open Molecules 2025 dataset.

Results
- gap between HOMO and LUMO (eV) = 10.60
- SMILES = CO/C=C/F

```
! RIJCOSX wB97M-V def2-TZVPD def2/J DEFGRID3
* xyz 0 1
C -1.6347 0.1499 0.1810
C 0.6531 0.0766 -0.3415
C 1.7582 -0.5048 0.0851
H -1.6975 -0.0200 1.3049
H -2.6309 -0.2562 -0.2105
H -1.5975 1.2911 -0.0750
H 0.8286 1.1066 -0.7047
H 1.9842 -1.5772 0.2931
O -0.5915 -0.4929 -0.4951
F 2.9279 0.2268 -0.0372
*
```

Arrangement ii

The following is a quantum chemistry calculation of 2 unconnected molecules or ions with the total composition C3H5FO, from the Open Molecules 2025 dataset.

Results
- gap between HOMO and LUMO (alpha / beta) (eV) = 9.53 / 9.53

```
! RIJCOSX wB97M-V def2-TZVPD def2/J DEFGRID3
* xyz 0 1
C 0.8729 -0.0723 -0.6691
C 0.7156 -0.4625 0.7703
C -0.4606 -0.3917 -0.0561
O -1.5943 1.4485 0.1863
F -1.2612 -1.3014 -0.4736
H 1.1972 0.9681 -0.6563
H 1.2391 -0.7285 -1.3971
H 0.9000 -1.4607 1.3214
H 0.7221 0.4518 1.3047
H -2.3306 1.5487 -0.3305
*
```

Arrangement iii

The following is a quantum chemistry calculation of 3 unconnected molecules or ions with the total composition C3H5FO, from the Open Molecules 2025 dataset.

Results
- gap between HOMO and LUMO (eV) = 9.99

```
! RIJCOSX wB97M-V def2-TZVPD def2/J DEFGRID3
* xyz 0 1
C -1.1084 -1.1932 -0.4059
C 0.1201 -0.8579 -0.1900
C 1.1783 -0.1106 0.0491
O 1.9072 -0.0905 1.1980
F 1.5833 0.6824 -1.0701
H -1.9059 -0.5137 -0.0682
H -1.4141 -2.1505 -0.8454
H -1.8792 2.4298 0.0968
H -1.3121 1.7616 0.2147
H 2.8307 0.0427 1.0209
*
```

It turns out arrangement i is the most stable, with the second structure 161.5 kJ/mol higher.

Arrangement i

The following is a quantum chemistry calculation of a single C3H5FO molecule, from the Open Molecules 2025 dataset.

Results
- gap between HOMO and LUMO (eV) = 10.67
- SMILES = O[C@H]1C[C@@H]1F

```
! RIJCOSX wB97M-V def2-TZVPD def2/J DEFGRID3
* xyz 0 1
C -0.3482 0.5068 -0.2181
C 0.0956 -0.8383 -0.6331
C 0.1955 -0.4653 0.7965
H 0.2381 2.3201 0.1215
H -1.4166 0.6178 -0.0589
H -0.6343 -1.5509 -0.9771
H 1.0309 -0.8264 -1.2536
H 1.1662 -0.2750 1.2143
O 0.4326 1.6158 -0.5534
F -0.7597 -1.1044 1.5621
*
```

Arrangement ii

The following is a quantum chemistry calculation of a single C3H5FO molecule, from the Open Molecules 2025 dataset.

Results
- gap between HOMO and LUMO (eV) = 9.70
- SMILES = CO/C=C/F

```
! RIJCOSX wB97M-V def2-TZVPD def2/J DEFGRID3
* xyz 0 1
C -2.2698 -0.2720 0.1141
C 0.0612 -0.1586 -0.1365
C 1.2658 0.5107 0.0600
H -2.0969 -1.0720 0.8965
H -2.7233 -0.7020 -0.7829
H -3.0190 0.5503 0.5397
H 0.0723 -1.3036 -0.1700
H 1.4966 1.6330 0.2954
O -1.1396 0.4795 -0.1598
F 2.3383 -0.3802 0.0304
*
```

Arrangement iii

The following is a quantum chemistry calculation of 2 unconnected molecules or ions with the total composition C3H5FO, from the Open Molecules 2025 dataset.

Results
- gap between HOMO and LUMO (eV) = 9.59

```
! RIJCOSX wB97M-V def2-TZVPD def2/J DEFGRID3
* xyz 0 1
C -0.4881 -2.5627 -0.1164
C 0.1257 1.5861 -0.2329
C 1.1138 1.3149 0.7648
O -1.2800 -1.7557 0.3226
F 1.5029 2.5196 1.2283
H -0.2612 -2.7040 -1.1606
H -0.0702 0.9676 -1.1226
H 0.0533 2.6172 -0.4797
H -0.8158 1.1839 0.1864
H 0.1196 -3.1668 0.6100
*
```

Arrangement iv

The following is a quantum chemistry calculation of 2 unconnected molecules or ions with the total composition C3H5FO, from the Open Molecules 2025 dataset.

Results
- gap between HOMO and LUMO (eV) = 9.40

```
! RIJCOSX wB97M-V def2-TZVPD def2/J DEFGRID3
* xyz 0 1
C 0.0249 0.1651 -1.5838
C 0.1528 -0.6685 -0.3306
C -0.1035 0.3748 1.7808
O -1.0180 -0.6808 -1.1048
F 0.8646 -1.8131 -0.2594
H -0.1356 1.3178 -1.6313
H 0.5583 -0.1571 -2.4532
H 0.8214 1.0438 1.6121
H -0.1439 -0.2943 2.6041
H -1.0209 0.7124 1.3661
*
```

It turns out arrangement i is the most stable, with the second structure 71.1 kJ/mol higher.

Arrangement i

The following is a quantum chemistry calculation of a single C6H8N2 molecule, from the Open Molecules 2025 dataset.

Results
- gap between HOMO and LUMO (eV) = 7.83
- SMILES = [H]/N=C1/[C@@H](C)[C@@]1(N)C#C

```
! RIJCOSX wB97M-V def2-TZVPD def2/J DEFGRID3
* xyz 0 1
C 0.5753 -1.9020 -0.4414
C -0.2302 0.6407 -0.3938
C 0.7958 0.4854 0.6523
N -0.4625 1.7476 -1.2156
C 0.8370 -0.4213 -0.5513
N 1.5922 1.0734 1.4432
C -1.2656 0.1760 0.6697
C -2.3034 -0.1532 1.1854
H -0.8555 2.5500 -0.7388
H 0.2335 1.9141 -1.9311
H 1.1988 1.3563 2.3406
H 1.5806 -0.1529 -1.2993
H 1.4961 -2.4217 -0.1782
H -0.1608 -2.1187 0.3296
H 0.2167 -2.2965 -1.3924
H -3.2478 -0.4773 1.5212
*
```

Arrangement ii

The following is a quantum chemistry calculation of a molecular structure, C6H8N2, from the Open Molecules 2025 dataset.

Results
- gap between HOMO and LUMO (eV) = 9.07

```
! RIJCOSX wB97M-V def2-TZVPD def2/J DEFGRID3
* xyz 0 1
C -2.7436 -0.3523 0.9049
C -1.9861 -0.2871 -0.5827
C -0.5626 0.0161 -0.5680
C 1.7871 -0.1462 -0.0123
C 1.1983 1.3355 0.1173
C -0.0154 1.2856 -0.0827
H -1.6639 -0.4177 1.7651
H -3.4724 0.9168 0.6867
H -3.5331 -1.4365 1.0318
H -2.5577 0.3385 -1.3713
H -1.7421 -1.2078 -1.3773
H 2.4355 -1.7769 0.2956
H 1.9192 2.0963 0.7962
H -0.6040 2.1993 -0.1981
N 0.4707 -0.8611 -0.4120
N 2.8367 -0.8278 0.3709
*
```

It turns out arrangement i is the most stable, with the second structure 179.5 kJ/mol higher.

Arrangement i

The following is a quantum chemistry calculation of a molecular structure, C6H8N2, from the Open Molecules 2025 dataset.

Results
- gap between HOMO and LUMO (eV) = 9.93

```
! RIJCOSX wB97M-V def2-TZVPD def2/J DEFGRID3
* xyz 0 1
C -1.1452 1.2786 -1.5634
C -1.3330 0.5056 -0.4844
C -0.1460 0.0695 0.3256
C -0.3862 -0.3349 1.6962
C 0.1905 -1.3411 0.7570
C 2.0351 -0.4651 -0.0671
H -2.0277 1.6064 -2.2687
H -0.1071 1.4028 -1.8996
H -2.2595 0.1961 -0.1453
H -1.4099 -0.6520 2.1083
H 0.3250 -0.0262 2.4540
H -0.4183 -2.0851 0.3097
H 3.0153 -0.2514 -0.5058
H 0.9270 1.0476 -1.1720
N 1.5970 -1.6006 0.4100
N 1.1429 0.6499 0.0454
*
```

Arrangement ii

The following is a quantum chemistry calculation of a molecular structure, C6H8N2, from the Open Molecules 2025 dataset.

Results
- gap between HOMO and LUMO (eV) = 9.70

```
! RIJCOSX wB97M-V def2-TZVPD def2/J DEFGRID3
* xyz 0 1
C 1.1553 -2.1836 -0.1360
C 1.8831 -1.9419 0.8786
C 0.3444 -0.7518 0.5563
C -0.8055 -0.0380 -1.6128
C -0.6205 1.4636 0.5290
C -0.0385 0.3778 -0.4092
N 2.0964 -1.0794 1.9098
N 1.1531 -0.2911 1.7162
H -0.5529 -1.1649 1.0027
H -1.4234 -1.0021 -1.5702
H -0.1801 -0.3245 -2.4903
H -1.4047 0.7740 -2.0662
H -1.8124 1.4491 0.6036
H -0.4750 2.4531 0.1842
H -0.1475 1.3313 1.5759
H 0.8283 0.9283 -0.6715
*
```

It turns out arrangement i is the most stable, with the second structure 321.6 kJ/mol higher.

Arrangement i

The following is a quantum chemistry calculation of a molecular structure, C6H8N2, from the Open Molecules 2025 dataset.

Results
- gap between HOMO and LUMO (eV) = 9.74

```
! RIJCOSX wB97M-V def2-TZVPD def2/J DEFGRID3
* xyz 0 1
C -0.4392 -1.1574 -0.0146
C 0.3820 -1.0574 1.1679
C 1.1684 0.0273 1.1818
C 1.0550 0.6601 -0.2160
C 0.1794 1.9729 -0.0807
C -0.7382 1.0845 -1.0553
H -1.6029 -2.4338 0.6083
H 0.2040 -1.8276 1.9844
H 1.9104 0.4688 1.9754
H 2.0604 0.7703 -0.6075
H 0.6210 2.9590 -0.3060
H -0.3548 2.0664 1.0071
H -1.6680 0.8060 -0.5658
H -0.9767 1.4338 -2.0883
N -1.4545 -1.8519 -0.2857
N 0.0489 -0.0657 -0.8437
*
```

Arrangement ii

The following is a quantum chemistry calculation of a molecular structure, C6H8N2, from the Open Molecules 2025 dataset.

Results
- gap between HOMO and LUMO (eV) = 10.15

```
! RIJCOSX wB97M-V def2-TZVPD def2/J DEFGRID3
* xyz 0 1
C 0.7282 0.5206 -0.8167
C 1.1306 1.9390 -0.6390
C 1.1150 3.1796 -0.9618
C -0.1511 -1.4372 -0.1158
C -1.3101 -1.3562 0.8416
C -0.8714 0.2616 1.0923
H 1.6678 -1.1954 -1.4891
H 1.3553 4.2185 -1.0975
H 0.8666 -1.5065 0.5481
H -0.1232 -2.4766 -0.6590
H -2.2445 -1.4306 0.0670
H -1.7859 -2.0251 2.0758
H 0.2140 0.3338 1.7695
H -1.8240 1.1025 1.1980
N 1.7695 -0.0644 -1.4110
N -0.5367 -0.0635 -0.4025
*
```

Arrangement iii

The following is a quantum chemistry calculation of a single C6H8N2 molecule, from the Open Molecules 2025 dataset.

Results
- gap between HOMO and LUMO (eV) = 8.14
- SMILES = [H]/N=C1\CC=CN1C=C

```
! RIJCOSX wB97M-V def2-TZVPD def2/J DEFGRID3
* xyz 0 1
C 2.4170 1.2437 0.6937
C 1.2679 1.1586 -0.0654
C -1.0267 0.8798 -0.7807
C -1.8796 -0.0602 -0.6161
C -1.5051 -1.3169 0.0814
C -0.0236 -0.8760 0.3324
H 2.8646 2.1952 0.8917
H 2.8761 0.4099 1.5100
H 0.7315 2.0450 -0.6200
H -1.1919 1.8408 -1.5506
H -2.7971 0.1402 -0.8747
H -1.3388 -2.2657 -0.5240
H -2.1406 -1.5806 1.0111
H 0.5160 -2.5968 0.3024
N 0.1936 0.5498 -0.0229
N 1.0368 -1.7668 0.2316
*
```

Arrangement iv

The following is a quantum chemistry calculation of a single C6H8N2 molecule, from the Open Molecules 2025 dataset.

Results
- gap between HOMO and LUMO (eV) = 10.20
- SMILES = C1=CC(N2CC2)=NC1

```
! RIJCOSX wB97M-V def2-TZVPD def2/J DEFGRID3
* xyz 0 1
C -2.0523 0.1840 -0.5704
C -2.0577 -0.3116 0.7404
C 0.0480 -0.5502 -0.0394
C 2.2230 -0.7364 0.0195
C 1.8198 0.7354 -0.0494
C 0.5578 0.9505 0.1477
H -2.8936 0.2090 -1.2514
H -1.4593 1.1598 -0.8617
H -2.7582 -0.9237 1.3265
H -1.6519 0.6633 1.2860
H 3.1888 -1.0827 0.5578
H 2.2856 -1.0556 -1.0803
H 2.7744 1.3149 -0.0607
H 0.2961 1.9259 0.1738
N -1.3144 -1.0381 -0.3695
N 0.9940 -1.4445 0.0309
*
```

It turns out arrangement i is the most stable, with the second structure 241.3 kJ/mol higher.

Arrangement i

The following is a quantum chemistry calculation of a single C6H8N2 molecule, from the Open Molecules 2025 dataset.

Results
- gap between HOMO and LUMO (eV) = 9.56
- SMILES = C=C[C@]1(N=C)N=C1C

```
! RIJCOSX wB97M-V def2-TZVPD def2/J DEFGRID3
* xyz 0 1
C 1.0253 0.1510 0.5058
C -2.5946 0.8514 0.0777
C 0.0070 -2.3490 0.1149
C -1.4297 0.8830 0.6768
C -0.3953 -0.1406 0.5134
C 2.1046 0.6675 -0.3074
N 0.6715 -0.1814 1.6829
N -0.7091 -1.3561 -0.0840
H -3.2969 1.6746 0.0283
H -2.9407 0.0111 -0.5393
H -0.2668 -3.1822 -0.3713
H 0.8653 -2.4814 0.7954
H -1.0839 1.6035 1.3978
H 1.9173 1.6905 -0.5647
H 2.2721 0.2506 -1.4330
H 2.9448 0.3845 0.1997
*
```

Arrangement ii

The following is a quantum chemistry calculation of 2 unconnected molecules or ions with the total composition C6H8N2, from the Open Molecules 2025 dataset.

Results
- gap between HOMO and LUMO (alpha / beta) (eV) = 7.49 / 7.49

```
! RIJCOSX wB97M-V def2-TZVPD def2/J DEFGRID3
* xyz 0 1
C 1.7266 -0.3714 -0.3048
C -0.7527 1.7714 -0.5332
C -1.5131 -2.7184 -0.0591
C -1.4691 1.0567 0.3657
C -1.3693 -0.3038 0.4720
C 2.2578 0.8573 0.2868
N 1.2463 -1.3076 -0.7415
N -1.5912 -1.4278 0.1909
H -0.7156 2.8008 -0.6853
H 0.1649 1.3275 -1.0419
H -1.0703 -3.0432 -1.0147
H -1.8893 -3.4178 0.5451
H -2.3539 1.4749 0.9327
H 1.5936 1.5287 0.6344
H 3.0173 1.4560 -0.1433
H 2.7179 0.3169 1.0963
*
```

It turns out arrangement i is the most stable, with the second structure 106.2 kJ/mol higher.

Arrangement i

The following is a quantum chemistry calculation of 2 unconnected molecules or ions with the total composition C2H2I2NO, from the Open Molecules 2025 dataset.

Results
- gap between HOMO and LUMO (eV) = 4.03

```
! RIJCOSX wB97M-V def2-TZVPD def2/J DEFGRID3
* xyz -1 1
C 0.0718 0.7919 -0.8139
C -0.8981 -0.0561 -0.4550
N 0.8287 1.8421 -0.1947
O 0.6296 2.0558 1.0315
I 1.3389 -3.6023 3.3388
I -1.4646 -1.5595 -1.7365
H 0.4109 0.7590 -1.7550
H -0.9172 -0.2309 0.5850
*
```

Arrangement ii

The following is a quantum chemistry calculation of 2 unconnected molecules or ions with the total composition C2H2I2NO, from the Open Molecules 2025 dataset.

Results
- gap between HOMO and LUMO (eV) = 6.60

```
! RIJCOSX wB97M-V def2-TZVPD def2/J DEFGRID3
* xyz -1 1
C 0.8053 -0.8703 1.3440
C -0.0345 0.1697 0.7373
N 1.2391 -0.1888 0.2695
O 2.1935 0.0770 -0.4503
I -1.6251 2.6019 -1.9586
I -1.6439 -1.1083 -0.7020
H 0.6948 -1.8884 1.8149
H -1.6292 1.2072 -1.0547
*
```

It turns out arrangement i is the most stable, with the second structure 217.5 kJ/mol higher.